Density functional theory data (ωB97M-V with the def2-TZVPD basis set) for a structure of composition C5H11NO in a non-equilibrium geometry.

## Properties
relative energy (zero: lowest compared OMol25 entry of this formula, charge and spin)	150.8	kcal per mole

Last column: Löwdin charge in e.
Element x y z (Å)
C1 -0.76810 -0.20239 0.28430  -0.212
C2 1.57321 0.40395 -0.27830  -0.329
C3 -0.30988 0.17149 -0.92264  -0.197
C4 1.84238 0.91452 1.11308  -0.076
C5 -2.44606 -1.16188 -0.39291  -0.019
N1 -0.97063 1.20901 -0.11291  0.054
O1 2.24964 -0.76275 -0.62430  -0.043
H1 2.19026 -1.39136 0.10508  0.091
H2 -1.93612 1.32376 -0.42511  0.080
H3 -0.52761 -0.66231 1.22725  0.116
H4 1.79378 1.14944 -1.04088  0.113
H5 -0.26343 -0.14558 -1.95146  0.132
H6 1.19541 1.76438 1.32345  0.076
H7 1.66468 0.14025 1.86508  0.072
H8 2.88306 1.24013 1.21731  0.086
H9 -2.88103 -0.77670 -1.31454  0.027
H10 -2.14698 -2.20140 -0.50426  0.019
H11 -3.14258 -1.01256 0.43175  0.012

Density functional theory data (ωB97M-V with the def2-TZVPD basis set) for a cluster of 2 separate species, C4H6Cl4S in total in a non-equilibrium geometry.

## Properties
relative energy (zero: lowest compared OMol25 entry of this formula, charge and spin)	31.6	kcal per mole

Last column: Löwdin charge in e.
Element x y z (Å)
C1 1.32097 0.36467 -3.01014  -0.265
C2 0.66215 -1.32550 2.78922  -0.187
C3 1.82289 -0.28739 -1.72746  -1.538
C4 0.86487 -2.23266 1.56700  -1.306
S1 0.59290 0.08067 -0.43503  0.587
Cl1 2.01975 -2.12228 -2.01444  0.458
Cl2 3.48276 0.36176 -1.28331  0.480
Cl3 -0.29852 -3.00019 0.77477  0.734
Cl4 2.46773 -2.84022 1.56017  0.647
H1 0.29163 0.53427 -3.05719  0.028
H2 1.61987 -0.25834 -3.89319  0.079
H3 1.82852 1.40191 -3.11461  0.098
H4 0.83552 -0.31326 2.45129  0.044
H5 -0.36602 -1.45137 3.07293  0.058
H6 1.29465 -1.59173 3.67066  0.084

Density functional theory data (ωB97M-V with the def2-TZVPD basis set) for a structure of composition C9H17N3O4S in a non-equilibrium geometry.

## Properties
relative energy (zero: lowest compared OMol25 entry of this formula, charge and spin)	201.8	kcal per mole

Last column: Löwdin charge in e.
Element x y z (Å)
C1 -1.31876 0.92331 0.02120  -0.205
C2 0.17519 0.68487 -0.07715  -0.389
C3 -1.55716 1.89831 1.31803  -0.235
C4 -2.62881 2.89352 1.24844  -0.389
C5 -4.81261 1.37771 2.04177  -0.576
C6 1.61487 -1.00158 -0.92565  -0.217
C7 1.32548 -2.26301 -1.80695  -0.439
C8 2.72425 -1.15715 0.25280  -0.034
C9 4.16154 -1.11037 0.10104  -0.568
H1 -2.46430 -0.72336 1.01273  0.043
H2 -3.22202 0.02679 -0.04936  0.023
H3 -1.50884 1.54129 -0.78873  0.122
H4 -1.75119 1.23937 2.19060  0.090
H5 -0.58614 2.39261 1.53335  0.117
H6 -2.29073 3.52846 0.55087  0.022
H7 -2.86062 3.43678 2.19988  0.105
H8 -5.69076 0.33770 1.68395  0.117
H9 -5.64785 2.12929 2.90673  0.125
H10 -3.54546 1.04633 2.49557  0.099
H11 -0.52755 -1.25968 -0.64806  0.177
H12 1.77018 -0.14621 -1.54771  0.143
H13 2.17643 -1.95978 0.91406  0.161
H14 2.49105 -0.10497 0.70656  0.149
H15 5.55879 -0.88786 -1.75637  0.209
H16 4.02912 -1.89313 -1.72144  0.115
H17 0.10680 -2.93708 -0.09353  0.222
N1 -2.26492 -0.26075 0.18234  0.042
N2 0.33613 -0.58067 -0.43293  0.038
N3 4.53342 -1.07922 -1.21858  0.100
O1 1.10611 1.45931 0.41501  -0.003
O2 1.87843 -2.47875 -2.80009  0.176
O3 5.02186 -0.92471 0.99711  0.019
O4 0.41007 -3.18631 -1.16876  -0.024
S1 -4.35656 2.20300 0.50673  0.666

Density functional theory data (ωB97M-V with the def2-TZVPD basis set) for an isolated molecule of C13H27O4PSi in a non-equilibrium geometry.

## Properties
relative energy (zero: lowest compared OMol25 entry of this formula, charge and spin)	39.5	kcal per mole
structure (SMILES)	C#C[Si@@](COCCOCC)(OCCOCC)P(C)C

Last column: Löwdin charge in e.
Element x y z (Å)
C1 2.79817 4.82238 -0.07551  0.013
C2 2.29383 3.71014 -0.15552  -0.183
Si1 1.71954 1.89896 0.07716  0.397
C3 0.26288 1.59182 -1.11679  -0.269
O1 -0.99306 1.69771 -0.39029  -0.255
C4 -2.04473 2.17649 -1.23374  -0.187
C5 -3.48765 1.76514 -0.72825  -0.187
O2 -3.55475 0.37305 -0.32579  -0.165
C6 -4.95406 0.05692 -0.27328  -0.298
C7 -5.27874 -1.22823 0.59039  -0.088
O3 3.08792 0.89445 -0.14928  -0.274
C8 2.95151 -0.05675 -1.22291  -0.224
C9 2.25841 -1.42224 -0.72814  -0.177
O4 2.77778 -2.45614 -1.57722  -0.186
C10 3.03679 -3.67414 -0.86804  -0.267
C11 1.70832 -4.55169 -0.76911  -0.084
P1 1.05018 1.64748 2.18882  0.743
C12 2.60776 0.93428 3.04230  -0.355
C13 -0.19579 0.20831 2.30779  -0.346
H1 3.49481 5.69293 -0.12583  0.045
H2 0.25990 0.58628 -1.62772  0.090
H3 0.29161 2.42978 -1.89257  0.104
H4 -1.97087 3.31094 -1.24558  0.139
H5 -1.95892 1.79558 -2.29675  0.131
H6 -3.83650 2.36713 0.16743  0.131
H7 -4.25071 1.96640 -1.54916  0.129
H8 -5.54777 0.91414 0.19249  0.120
H9 -5.41404 -0.10870 -1.30202  0.124
H10 -4.48750 -2.01519 0.43239  0.077
H11 -5.36637 -0.99022 1.69647  0.078
H12 -6.26598 -1.68562 0.27143  0.077
H13 2.49484 0.34890 -2.17024  0.120
H14 4.01050 -0.36916 -1.50338  0.134
H15 1.14221 -1.25416 -0.84017  0.118
H16 2.57507 -1.60674 0.33884  0.126
H17 3.79597 -4.26628 -1.47121  0.122
H18 3.46108 -3.53663 0.16781  0.116
H19 1.21446 -4.33986 0.22251  0.072
H20 1.05001 -4.24028 -1.63221  0.082
H21 1.95830 -5.65236 -0.87322  0.075
H22 2.34357 0.70274 4.10947  0.032
H23 3.45893 1.67179 2.96580  0.039
H24 2.89438 0.01874 2.44276  0.019
H25 -1.20634 0.67806 2.09942  0.026
H26 -0.13765 -0.24491 3.34040  0.039
H27 -0.04729 -0.56122 1.49025  0.028

Density functional theory data (ωB97M-V with the def2-TZVPD basis set) for a cluster of 2 separate species, CHClOS2 in total in a non-equilibrium geometry.

## Properties
relative energy (zero: lowest compared OMol25 entry of this formula, charge and spin)	40.1	kcal per mole

Last column: Löwdin charge in e.
Element x y z (Å)
C1 0.34672 -0.37486 -1.16940  -0.928
O1 1.04288 -1.22278 -0.77269  -0.002
S1 -0.13309 -0.14968 1.96207  0.219
S2 -1.27555 0.46415 0.49015  0.168
Cl1 -0.05176 0.07273 -2.74612  0.699
H1 0.07080 1.21044 2.23599  -0.156

Density functional theory data (ωB97M-V with the def2-TZVPD basis set) for an isolated molecule of C9H21N5 in a non-equilibrium geometry.

## Properties
relative energy (zero: lowest compared OMol25 entry of this formula, charge and spin)	59.2	kcal per mole
structure (SMILES)	CCc1n[nH]n(CC)n(CC)n1CC

Last column: Löwdin charge in e.
Element x y z (Å)
C1 0.16915 -1.20427 0.54222  -0.286
C2 -0.04593 -3.24786 2.01323  -0.085
C3 2.66635 0.22234 -0.48292  -0.087
C4 -0.12848 3.67751 0.74860  -0.099
C5 -2.43184 -0.71892 -0.97131  -0.080
C6 0.83512 -2.51399 1.01823  -0.172
C7 1.82437 -0.73786 -1.24944  -0.222
C8 -0.69710 2.77720 -0.34840  -0.246
C9 -1.41525 0.20369 -1.69986  -0.233
N1 -0.32427 -0.46301 1.47097  0.088
N2 -0.91473 0.67340 1.08328  -0.058
N3 0.45229 -0.69782 -0.76203  -0.088
N4 -0.25170 1.45446 0.02792  -0.101
N5 -0.14216 0.50642 -1.06654  -0.108
H1 -0.02632 -2.68797 2.86467  0.028
H2 0.40298 -4.10892 2.32022  0.036
H3 -1.13051 -3.26035 1.53863  0.132
H4 2.45474 1.15336 -0.81036  0.008
H5 3.78634 0.20571 -0.77911  0.102
H6 2.61066 0.12382 0.68413  0.121
H7 -0.80216 3.87177 1.64042  0.081
H8 0.19763 4.61956 0.15776  0.091
H9 0.83835 3.16452 1.07462  0.089
H10 -1.95202 -1.75642 -1.09785  0.090
H11 -3.29362 -0.72682 -1.57071  0.044
H12 -2.43365 -0.27752 0.04965  0.061
H13 0.98365 -3.09398 0.21337  0.065
H14 1.73114 -2.34994 1.49163  0.085
H15 2.30265 -1.66850 -1.25422  0.088
H16 1.60512 -0.67823 -2.32038  0.127
H17 -0.32221 2.86417 -1.27792  0.073
H18 -1.86565 2.81746 -0.37072  0.141
H19 -1.98439 1.02804 -2.00013  0.070
H20 -1.29109 -0.23791 -2.72738  0.124
H21 -1.40747 1.06684 1.84971  0.120

Density functional theory data (ωB97M-V with the def2-TZVPD basis set) for an isolated molecule of C3H10N2O2Si in a non-equilibrium geometry.

## Properties
relative energy (zero: lowest compared OMol25 entry of this formula, charge and spin)	101.1	kcal per mole
structure (SMILES)	C/C=C/[SiH](ON)ON

Last column: Löwdin charge in e.
Element x y z (Å)
C1 0.43913 -1.52293 0.71310  -0.268
C2 -0.58192 -1.09572 -0.00578  -0.190
C3 0.29106 -2.59679 1.73071  -0.119
N1 2.21271 1.56401 -0.61014  -0.022
N2 -2.09941 2.39649 -0.22835  -0.096
O1 1.42717 0.54631 -1.17281  -0.346
O2 -0.81127 1.90301 -0.04650  -0.378
Si1 -0.19172 0.39285 -0.99330  0.565
H1 1.33321 -0.81221 0.64688  0.115
H2 -1.60208 -1.67988 -0.14600  0.112
H3 0.39521 -2.15582 2.75081  0.081
H4 1.08278 -3.47907 1.60946  0.116
H5 -0.78338 -2.96133 1.67851  0.083
H6 3.00377 1.74273 -1.35134  0.125
H7 1.60675 2.43021 -0.65805  0.080
H8 -2.10073 3.05086 -1.00002  0.050
H9 -2.79221 1.65772 -0.63925  0.094
H10 -0.82907 0.61956 -2.27792  -0.003

Density functional theory data (ωB97M-V with the def2-TZVPD basis set) for a structure of composition C30H38N4PtSi3 in a non-equilibrium geometry.

## Properties
⟨S²⟩	2.007
spin multiplicity	3
E_tot	-2372.75519	Ha

Last column: Löwdin charge in e.
Element x y z (Å)
Pt1 0.32021 0.00324 -0.09752  1.147
C1 -2.30742 0.30615 -2.30613  -0.185
Si1 -1.96817 -1.52831 -2.02210  0.413
C2 -3.31132 -2.32570 -0.94915  -0.170
C3 -2.33691 -2.41784 -3.66979  -0.187
C4 -0.14617 -1.64125 -1.44840  -0.634
Si2 0.15332 -3.22020 -0.37029  0.406
C5 1.91839 -3.54735 0.19081  -0.188
C6 -0.78468 -2.98920 1.26220  -0.177
C7 -0.58480 -4.82990 -1.08079  -0.161
Si3 1.05751 -1.54232 -2.82196  0.419
C8 1.45722 -3.10888 -3.63714  -0.182
C9 0.72805 -0.24705 -4.28997  -0.141
C10 2.63237 -0.97024 -1.92581  -0.312
C11 3.93391 -1.05287 -2.38559  -0.048
C12 4.99925 -0.50705 -1.67971  -0.042
C13 4.71806 0.20002 -0.51651  -0.039
C14 3.37840 0.36818 -0.19747  -0.119
N1 2.38391 -0.20880 -0.88486  -0.076
H1 -3.24899 0.73766 -1.90644  0.041
H2 -2.25090 0.50785 -3.39246  0.036
H3 -1.52115 0.81403 -1.77557  -0.043
H4 -4.26165 -1.97255 -1.24690  0.019
H5 -3.10819 -2.05643 0.07932  0.000
H6 -3.23482 -3.39682 -1.02233  0.027
H7 -3.37830 -2.34397 -3.93997  0.022
H8 -1.94192 -3.43670 -3.63856  0.010
H9 -1.84038 -1.92907 -4.56305  0.030
H10 2.36456 -2.70751 0.70610  0.002
H11 2.66829 -3.85795 -0.55690  0.027
H12 1.91655 -4.49517 0.83041  0.065
H13 -0.87308 -4.02777 1.59099  0.036
H14 -1.76776 -2.54884 1.08285  0.004
H15 -0.28232 -2.47945 2.03580  -0.020
H16 -1.13962 -4.87619 -2.00773  0.017
H17 -1.32973 -5.12603 -0.36629  0.014
H18 0.14465 -5.60848 -1.02641  0.018
H19 0.65161 -3.63567 -4.21835  0.062
H20 1.89834 -3.75205 -2.90053  0.017
H21 2.14412 -2.99859 -4.49926  0.046
H22 -0.15756 -0.52061 -4.85279  0.003
H23 1.63931 -0.27918 -4.85936  0.007
H24 0.59549 0.83168 -4.07907  0.023
H25 4.08827 -1.57184 -3.31443  0.104
H26 5.92467 -0.71169 -2.10410  0.089
H27 5.49186 0.71209 0.06928  0.115
H28 3.03759 1.01438 0.65108  0.120
N2 -3.66315 6.78213 6.45519  0.162
C15 -3.17039 5.96302 5.82002  -0.189
C16 -2.40004 5.17104 4.92105  -0.207
C17 -2.96108 3.93293 4.47624  -0.008
C18 -2.25655 3.10035 3.65231  -0.006
C19 -0.99879 3.51899 3.16728  -0.157
C20 -0.48193 4.77379 3.52407  -0.020
C21 -1.17310 5.56460 4.38635  -0.030
C22 -0.34773 2.57606 2.21477  -0.050
C23 0.21870 1.37582 2.72537  -0.285
C24 0.22260 1.00273 4.11319  -0.007
C25 0.86012 -0.23036 4.14541  -0.051
C26 1.13899 -0.54922 2.78014  -0.170
N3 0.72138 0.39016 1.98454  -0.096
C27 -0.26353 2.88958 0.87688  -0.242
C28 -0.53579 4.19908 0.29524  0.031
C29 0.08186 4.15895 -0.99479  -0.088
C30 0.55665 2.91911 -1.18975  -0.184
N4 0.40639 2.13981 -0.10654  -0.096
H29 -3.95231 3.69286 4.78536  0.111
H30 -2.64627 2.17727 3.25810  0.129
H31 0.41382 5.18693 3.11680  0.119
H32 -0.68046 6.53414 4.57391  0.134
H33 -0.03678 1.56981 4.99744  0.111
H34 1.15276 -0.78599 5.02725  0.094
H35 1.43115 -1.48484 2.35262  0.078
H36 -1.15753 5.02173 0.61047  0.104
H37 0.08419 4.85396 -1.81797  0.097
H38 0.96679 2.52976 -2.09609  0.102